Computed, not measured: a molecular structure, C16H33GaN4O3S5 at a distorted geometry, with ωB97M-V/def2-TZVPD.

Geometry as XYZ:
```
62
C16H33GaN4O3S5 (ωB97M-V/def2-TZVPD)
Ga 0.358 -0.346 -0.234
S 2.262 -0.716 1.237
S 1.365 -0.013 2.984
S -0.670 -0.653 2.988
S -1.472 0.201 1.355
C 3.004 -0.799 -2.097
N 1.617 -1.194 -2.062
C 1.002 -0.727 -3.362
C 1.412 -2.629 -1.889
C -0.036 -3.034 -1.853
N -0.616 -2.491 -0.636
C -0.430 -3.396 0.520
C -2.081 -2.259 -0.836
H 3.487 -1.319 -2.961
H 3.471 -1.015 -1.135
H 3.065 0.250 -2.264
H 1.311 -1.439 -4.146
H 1.308 0.284 -3.683
H -0.091 -0.713 -3.287
H 1.799 -2.840 -0.883
H 1.980 -3.144 -2.637
H -0.074 -4.167 -1.819
H -0.567 -2.717 -2.802
H -1.105 -4.300 0.241
H -0.884 -2.926 1.406
H 0.538 -3.771 0.735
H -2.546 -3.258 -0.991
H -2.271 -1.614 -1.634
H -2.518 -1.884 0.086
C 2.084 4.830 -1.885
C 1.004 5.109 -0.780
C -0.088 4.035 -0.527
C -0.781 4.474 0.774
C -2.165 3.846 1.055
C -1.008 4.033 -1.853
O -1.383 5.005 -2.489
N -1.580 2.774 -2.179
C -1.010 1.547 -1.771
O -1.532 0.478 -2.148
N 0.096 1.578 -0.977
C 0.682 2.695 -0.389
O 1.702 2.612 0.298
H 2.981 4.247 -1.567
H 2.488 5.723 -2.312
H 1.725 4.276 -2.758
H 0.502 6.019 -1.004
H 1.586 5.207 0.158
H -0.941 5.570 0.729
H -0.094 4.288 1.608
H -2.701 3.675 0.147
H -2.761 4.514 1.705
H -2.054 2.863 1.542
H -2.065 2.713 -3.083
C 0.450 -4.032 5.744
S -1.300 -4.086 6.241
C -2.048 -4.746 4.771
H 0.698 -3.129 5.162
H 0.865 -4.947 5.192
H 0.907 -3.959 6.768
H -2.290 -3.844 4.052
H -3.065 -5.108 5.102
H -1.519 -5.630 4.333
```

The LUMO energy is 0.23 eV. The charge is 0. The frontier orbital gap comes out at 7.8 eV. The HOMO energy is -7.5862 eV.

Results of the natural (NBO) charge analysis, in e, for atoms 1 through 8:
1. Ga 1.331
2. S -0.454
3. S -0.008
4. S -0.027
5. S -0.432
6. C -0.411
7. N -0.486
8. C -0.445